No. 1
The following is a quantum chemistry calculation of 2 unconnected molecules or ions with the total composition C4H6N2, from the Open Molecules 2025 dataset.

Geometry as XYZ:
```
12
Properties=species:S:1:pos:R:3:nbo_charge:R:1
C -0.47555 -0.10919 1.26247 0.837
C 0.49822 -1.51514 -0.06708 0.543
C -0.90202 1.09237 0.64108 -0.519
C 0.31455 0.89726 -0.51925 -0.155
N -0.07197 -1.25444 1.13561 -0.390
N 0.63077 -0.45370 -0.86387 -0.516
H 0.51679 -3.84282 0.13805 0.411
H -1.91497 1.02760 0.29727 0.342
H -0.77624 2.05073 1.15969 0.366
H -0.02010 1.42936 -1.30341 0.291
H 1.13237 1.31471 -0.03285 0.266
H 1.06815 -0.63674 -1.84772 0.524
```

**HOMO-LUMO gap (alpha / beta)**: 8.166 / 10.014 eV
**E**: -264.4908 hartree
**Net charge**: +2
**Energy above the lowest of the compared OMol25 structures with the same formula, charge and spin**: 7.438 eV

=====

No. 2
The following is a quantum chemistry calculation of a gas-phase ion, CH3NO2P (charge -1), from the Open Molecules 2025 dataset.

Geometry as XYZ:
```
8
Properties=species:S:1:pos:R:3:nbo_charge:R:1
C 0.74772 1.26723 -1.97584 0.891
N -0.06689 0.44485 -1.01858 -1.070
O 0.17473 1.91585 -2.83203 -0.753
O 1.89316 1.15057 -1.52755 -0.780
P 0.83231 -0.49362 -0.06844 0.618
H -1.05739 0.37922 -1.03739 0.371
H -0.18327 -1.25564 0.28404 -0.145
H 0.60947 0.08945 1.14775 -0.132
```

**HOMO-LUMO gap**: 8.409 eV
**E**: -586.5374 hartree
**Net charge**: -1
**Energy above the lowest of the compared OMol25 structures with the same formula, charge and spin**: 0.407 eV
**SMILES string**: O=C([O-])NP

=====

No. 3
The following is a quantum chemistry calculation of a gas-phase ion, C10H10NOS (charge +1), from the Open Molecules 2025 dataset.

Geometry as XYZ:
```
23
Properties=species:S:1:pos:R:3:nbo_charge:R:1
C 1.21628 -0.42005 -2.48699 -0.195
C 0.12429 -1.17522 -2.88659 -0.148
C 1.23731 0.11781 -1.21962 -0.138
C -0.90194 -1.41114 -1.98903 -0.206
C 0.16905 -0.03751 -0.31257 -0.098
C -0.90694 -0.87331 -0.70277 -0.066
C 0.34183 0.72851 0.90507 -0.040
C -0.60802 1.33664 1.63960 -0.492
C 1.19740 2.54746 3.33147 -0.442
C -2.03187 -1.31799 0.16901 0.566
N -2.58305 -0.51272 0.96909 -0.722
O -2.43472 -2.58839 0.05729 -0.655
S -0.39121 2.35814 3.02581 0.812
H 2.04258 -0.25357 -3.15968 0.238
H 0.08325 -1.59882 -3.87701 0.237
H 2.08352 0.71786 -0.92118 0.216
H -1.74042 -2.01292 -2.31427 0.228
H 1.38659 0.90550 1.14162 0.204
H 1.98869 2.09933 2.75627 0.241
H 1.46918 3.17159 4.16588 0.263
H -3.35946 -0.90762 1.49187 0.376
H -1.65784 1.16216 1.42199 0.321
H -1.93087 -3.11530 -0.57584 0.500
```

**HOMO-LUMO gap (alpha / beta)**: 6.549 / 6.548 eV
**E**: -914.9198 hartree
**Net charge**: +1
**Energy above the lowest of the compared OMol25 structures with the same formula, charge and spin**: 0.873 eV

=====

No. 4
The following is a quantum chemistry calculation of 3 unconnected molecules or ions with the total composition C4H12N2S, from the Open Molecules 2025 dataset.

Geometry as XYZ:
```
19
Properties=species:S:1:pos:R:3:nbo_charge:R:1
C -0.60475 -1.97145 0.97151 -0.075
C 0.31414 -1.62391 1.88080 -0.433
N -2.00253 -2.07624 1.15018 -0.797
H -0.29649 -2.47338 0.05879 0.224
H 1.35903 -1.59568 1.60091 0.213
H 0.06227 -1.23944 2.86191 0.200
H -2.26842 -1.54541 1.97266 0.361
H -0.60489 -0.55491 -0.13241 0.169
H -2.44910 -1.64467 0.34395 0.377
C 0.96384 2.10316 -1.14183 -0.229
C 0.85377 0.69495 -1.77229 -0.534
S -0.88051 0.09027 -1.85698 -0.153
N 0.20578 2.29470 0.08363 -0.831
H 0.63190 2.83422 -1.87475 0.186
H 2.03367 2.26918 -0.93419 0.190
H 1.48054 -0.01244 -1.23784 0.199
H 1.28032 0.74126 -2.78572 0.220
H 0.64861 1.79427 0.84500 0.346
H -0.72717 1.91553 -0.03332 0.365
```

**HOMO-LUMO gap**: 8.794 eV
**E**: -667.1999 hartree
**Energy above the lowest of the compared OMol25 structures with the same formula, charge and spin**: 2.584 eV

=====

No. 5
The following is a quantum chemistry calculation of a molecular structure, C26H36BrN3O2Pt, from the Open Molecules 2025 dataset.

Geometry as XYZ:
```
69
Properties=species:S:1:pos:R:3:nbo_charge:R:1
Pt -0.42909 -1.27544 -0.54012 1.273
C -0.91776 0.45859 0.71744 -0.448
C 0.34036 0.96115 1.28495 0.358
C 0.68001 2.15368 0.55003 0.108
C -0.37267 2.35859 -0.39922 -0.149
C -1.38483 1.40919 -0.26198 0.154
C -2.75716 1.46996 -0.85722 -0.123
C -3.55063 0.19007 -0.57472 -0.602
C -3.46528 2.68119 -0.20930 -0.589
C -2.66302 1.69117 -2.37721 -0.594
C 1.74585 3.22024 0.60898 -0.109
C 2.97094 3.02688 1.50087 -0.612
C 1.02535 4.52514 1.04952 -0.588
C 2.27689 3.42238 -0.83754 -0.593
C 0.93573 0.32781 2.51209 -0.184
C 0.21509 -0.98180 2.87680 -0.588
C 2.42739 -0.02701 2.30820 -0.602
C 0.75508 1.31146 3.69830 -0.591
H -1.63366 -0.05004 1.35932 0.271
H -0.40854 3.17491 -1.10279 0.252
H -3.84421 0.11022 0.47369 0.224
H -2.96071 -0.69647 -0.84106 0.181
H -4.46024 0.17366 -1.17342 0.248
H -3.50529 2.58749 0.87715 0.220
H -4.48530 2.73735 -0.58932 0.243
H -2.95824 3.61308 -0.46107 0.221
H -2.25120 0.80637 -2.86781 0.212
H -2.03458 2.54765 -2.62247 0.217
H -3.65783 1.88169 -2.77750 0.241
H 2.73172 2.77631 2.52980 0.218
H 3.52492 3.96424 1.52438 0.241
H 3.64207 2.27715 1.08446 0.225
H 0.59586 4.41696 2.04759 0.219
H 0.22914 4.81412 0.36327 0.211
H 1.75339 5.33398 1.07925 0.246
H 2.64115 2.47785 -1.24488 0.223
H 3.10589 4.12760 -0.80293 0.247
H 1.52850 3.83732 -1.51043 0.209
H 0.16570 -1.66352 2.01686 0.182
H -0.79572 -0.81668 3.25343 0.217
H 0.77513 -1.49132 3.65853 0.251
H 2.56406 -0.60757 1.39876 0.227
H 2.76441 -0.61745 3.15962 0.234
H 3.05938 0.84840 2.25148 0.234
H -0.24983 1.22046 4.11229 0.224
H 0.89211 2.34874 3.40314 0.214
H 1.47232 1.07408 4.48309 0.247
Br -2.63521 -3.56044 0.47765 0.133
C -0.88911 -4.27743 0.33186 0.155
C -0.56458 -5.57387 0.67174 -0.251
C 0.76411 -5.96576 0.53620 -0.098
C 1.71673 -5.07511 0.06149 -0.189
C 1.29806 -3.79682 -0.25544 0.113
N 0.03144 -3.42556 -0.11599 -0.523
C 2.24765 -2.71133 -0.78371 0.735
O 3.37315 -3.01830 -1.08270 -0.532
O 1.72240 -1.53037 -0.84851 -0.726
H -1.32249 -6.25200 1.03585 0.267
H 1.05088 -6.97416 0.80415 0.257
H 2.75818 -5.33530 -0.06201 0.279
N -1.20604 -2.82788 -4.40933 -0.468
C 0.07086 -2.35470 -4.58626 -0.056
C 0.36911 -1.64759 -3.46643 -0.083
N -0.72966 -1.68305 -2.62834 -0.556
C -1.65974 -2.41541 -3.22184 0.208
H -1.71524 -3.38724 -5.07622 0.454
H 0.65922 -2.56652 -5.46152 0.262
H 1.27080 -1.11945 -3.21378 0.263
H -2.64313 -2.63156 -2.83916 0.238
```

**HOMO-LUMO gap (alpha / beta)**: 9.290 / 5.899 eV
**E**: -4019.7518 hartree
**Net charge**: +2
**⟨S²⟩**: 6.014
**Energy above the lowest of the compared OMol25 structures with the same formula, charge and spin**: 0.310 eV
**Multiplicity**: 5

=====

No. 6
The following is a quantum chemistry calculation of a molecular structure, C50H42ClF3N5O2RuSTe, from the Open Molecules 2025 dataset.

Geometry as XYZ:
```
106
Properties=species:S:1:pos:R:3:mulliken_charge:R:1
Ru 1.01804 2.14606 -0.69453 1.629
Cl 7.33094 -1.63740 -0.39337 -0.233
C 5.71498 -1.05083 -0.64578 -0.106
C 4.69103 -1.95165 -0.96894 -0.903
C 3.41155 -1.50562 -1.16480 -0.551
C 3.04977 -0.13230 -1.03764 0.478
O 1.81487 0.20444 -1.17230 1.060
C 4.12232 0.77165 -0.74580 0.171
C 3.97771 2.19655 -0.67571 -0.497
N 2.88898 2.86685 -0.85127 0.434
C 2.92682 4.28411 -0.91398 -0.147
C 4.01943 5.03100 -1.26836 -0.620
C 3.94982 6.43963 -1.27626 -1.023
C 2.79010 7.08659 -0.96178 -0.885
C 1.62668 6.34327 -0.65183 0.590
C 0.37103 6.93794 -0.38448 -0.792
C -0.71313 6.14352 -0.15956 -1.364
C -0.56073 4.74337 -0.20087 -0.433
N 0.59574 4.15967 -0.41491 0.686
C 1.69872 4.94118 -0.63911 0.633
C 5.43289 0.28064 -0.54912 -1.166
H 4.92149 -3.00506 -1.06279 0.465
H 2.63486 -2.21058 -1.43099 0.244
H 4.89072 2.75480 -0.47549 0.448
H 4.93746 4.54396 -1.56732 0.570
H 4.82853 7.00640 -1.55192 0.419
H 2.73778 8.16743 -0.97416 0.435
H 0.28398 8.01721 -0.38331 0.435
H -1.69067 6.56262 0.03112 0.496
H -1.40912 4.07902 -0.08643 0.717
H 6.22974 0.98077 -0.32850 0.463
S 0.81795 2.66817 -3.08438 -0.490
C -0.22687 1.51939 -3.80080 0.734
N -1.52021 1.46758 -3.39771 0.194
C -2.47757 0.72540 -3.98909 -0.247
C -2.17069 -0.05111 -5.06749 -0.730
C -0.83764 -0.06682 -5.51143 -0.345
C 0.11799 0.69489 -4.88816 -0.676
H -1.74266 2.02638 -2.57340 0.082
H -3.46747 0.79940 -3.56303 0.481
H -2.93914 -0.62896 -5.55712 0.466
H -0.56311 -0.68611 -6.35573 0.417
H 1.14649 0.70443 -5.21614 0.440
C -2.00984 -6.83182 -2.62036 -1.626
C -1.69471 -5.55886 -1.88772 0.490
C -0.97438 -4.54386 -2.50016 -1.062
C -0.65613 -3.36814 -1.83314 1.259
C 0.03026 -2.28003 -2.62479 -1.363
C -1.08128 -3.20893 -0.50344 0.334
Te -0.00924 -1.63809 0.47372 0.009
N -0.64392 0.13803 0.05479 0.285
C -1.77137 0.75595 -0.25483 0.172
O -1.67396 1.96990 -0.57869 -0.680
C -3.14734 0.16153 -0.19396 0.138
C -3.47251 -1.02753 -0.83413 -0.020
C -4.75387 -1.55261 -0.73098 -0.943
C -5.71433 -0.89495 0.02287 -0.637
C -5.39896 0.30308 0.65208 -0.832
C -4.12593 0.83685 0.53287 -0.386
C -0.63103 -1.76246 2.48392 1.766
C -1.68530 -0.98297 2.93683 -0.451
C -2.09352 -1.08328 4.25682 -0.735
C -1.42811 -1.94769 5.11431 -1.028
C -0.35161 -2.69400 4.66013 -0.812
C 0.06886 -2.61950 3.33509 0.164
C 1.20905 -3.47653 2.85166 -1.599
C -1.87830 -4.18315 0.12008 0.973
C -2.52741 -4.03814 1.47068 -1.515
C -2.15471 -5.34385 -0.59593 -0.900
H -1.17937 -7.13170 -3.25845 0.401
H -2.88520 -6.70089 -3.25960 0.300
H -2.22440 -7.64332 -1.92707 0.405
H -0.64592 -4.66671 -3.52683 0.513
H 0.82202 -2.69374 -3.25030 0.767
H 0.47491 -1.47008 -2.04024 -0.909
H -0.70026 -1.81554 -3.29386 0.259
H -2.73235 -1.53681 -1.43214 0.862
H -4.99864 -2.47680 -1.23946 0.499
H -6.71085 -1.30712 0.11129 0.433
H -6.14999 0.82477 1.23072 0.454
H -3.87754 1.78027 1.00277 0.461
H -2.19940 -0.31526 2.25974 0.157
H -2.92622 -0.49091 4.61247 0.502
H -1.73749 -2.02976 6.14776 0.392
H 0.17163 -3.35150 5.34357 0.485
H 1.68066 -3.99576 3.68360 0.505
H 1.97968 -2.88536 2.34974 0.275
H 0.86482 -4.23643 2.14287 0.225
H -2.84856 -3.01773 1.65507 0.156
H -1.86645 -4.33558 2.28625 0.284
H -3.40639 -4.67996 1.51268 0.490
H -2.76876 -6.10265 -0.12332 0.446
F 1.83466 2.25616 6.22810 -0.265
C 1.30277 1.16757 5.64936 0.712
F 0.08183 1.00095 6.17735 -0.237
F 2.05108 0.11489 6.00081 -0.279
C 1.24698 1.34932 4.15324 0.527
C 2.15457 0.72519 3.31853 -0.938
C 2.13621 1.04185 1.96906 -0.767
N 1.27335 1.91505 1.43962 0.632
C 0.36613 2.47003 2.25061 -0.440
C 0.32298 2.22576 3.60916 -1.361
H 2.88964 0.03313 3.70403 0.613
H 2.85435 0.60331 1.29199 0.469
H -0.32701 3.15850 1.79021 0.460
H -0.41322 2.72006 4.22761 0.534
```

**HOMO-LUMO gap**: 6.631 eV
**E**: -3875.5777 hartree
**Net charge**: +1
**Energy above the lowest of the compared OMol25 structures with the same formula, charge and spin**: 0.787 eV

=====

No. 7
The following is a quantum chemistry calculation of 2 unconnected molecules or ions with the total composition C3H6BrIO, from the Open Molecules 2025 dataset.

Geometry as XYZ:
```
12
Properties=species:S:1:pos:R:3:nbo_charge:R:1
C -0.63535 0.25573 -1.33542 -0.681
C -0.59864 -0.31250 0.18495 0.226
C 1.27417 -0.43144 1.10226 -0.524
O -1.42213 0.39563 0.96853 -0.671
Br 2.13636 -1.97070 0.35481 0.052
I 2.17734 1.55201 0.79370 0.090
H -0.30586 -0.42437 -2.18775 0.235
H -1.60945 0.49823 -1.63901 0.223
H -0.06797 1.11823 -1.25118 0.210
H -0.83245 -1.38686 0.23175 0.176
H 1.08326 -0.62976 2.13341 0.191
H -1.19928 1.33580 0.64396 0.474
```

**HOMO-LUMO gap**: 8.879 eV
**E**: -3064.7628 hartree
**Energy above the lowest of the compared OMol25 structures with the same formula, charge and spin**: 1.959 eV

=====

No. 8
The following is a quantum chemistry calculation of 7 unconnected molecules or ions with the total composition C13H44ClNO21P4, from the Open Molecules 2025 dataset.

Geometry as XYZ:
```
84
Properties=species:S:1:pos:R:3:mulliken_charge:R:1
N -0.16388 1.30918 0.56096 -0.412
H -0.57695 2.16514 0.90273 0.373
H -0.19516 1.30446 -0.44854 0.348
H -0.71542 0.56720 0.96762 0.334
H 0.76668 1.35272 0.95115 0.334
Cl -0.79515 1.19601 -4.66101 1.627
O 0.06798 0.10777 -4.46314 -0.620
O -0.59840 2.20344 -3.66749 -0.690
O -0.38402 1.64223 -5.95729 -0.669
O -2.20034 1.00280 -4.56332 -0.635
C -3.10649 0.70177 5.91523 -0.603
O -3.24182 -0.69785 5.92340 -0.336
P -3.64041 -1.35610 4.48556 1.145
O -2.92741 -0.71859 3.35615 -0.633
O -5.28124 -1.42685 4.42193 -0.340
C -6.03453 -0.51986 3.67078 -0.641
O -3.26038 -2.96101 4.73672 -0.410
C -3.94466 -3.91586 5.47122 -0.577
H -3.19203 1.13862 6.91019 0.289
H -3.85756 1.15712 5.26974 0.255
H -2.17283 1.17963 5.61854 0.249
H -6.78225 -0.96812 3.01650 0.230
H -5.31671 0.13554 3.17754 0.310
H -6.65022 0.16994 4.24801 0.286
H -4.73008 -3.44690 6.06392 0.289
H -3.30940 -4.58937 6.04647 0.256
H -4.28147 -4.55511 4.65512 0.230
C 4.43779 6.75793 -4.72614 -0.702
O 5.10145 6.87949 -3.47515 -0.322
P 6.29520 5.77900 -3.15158 1.090
O 6.97828 5.80978 -1.82692 -0.708
O 5.53718 4.34764 -3.36174 -0.304
C 4.61272 3.78985 -2.42819 -0.687
O 7.28488 5.88296 -4.40210 -0.306
C 7.73086 7.18352 -4.66489 -0.691
H 4.96838 6.13657 -5.44760 0.367
H 4.25079 7.77376 -5.07430 0.255
H 3.39462 6.48001 -4.57558 0.285
H 4.04020 2.94653 -2.81438 0.306
H 3.94530 4.64094 -2.29295 0.265
H 5.21581 3.56187 -1.54933 0.278
H 7.59119 7.92970 -3.88270 0.344
H 7.14775 7.47760 -5.53759 0.262
H 8.77388 7.20033 -4.98098 0.268
C 4.94064 -2.86655 -2.82433 -0.677
O 4.50109 -1.70808 -2.01615 -0.296
P 4.11200 -1.97822 -0.37288 0.979
O 3.77778 -0.72293 0.31369 -0.630
O 2.93493 -3.11963 -0.47740 -0.237
C 2.25388 -3.51035 0.66297 -0.724
O 5.43102 -2.70193 0.21956 -0.328
C 6.76491 -2.18676 -0.02579 -0.715
H 4.72900 -3.76701 -2.24772 0.309
H 6.03060 -2.87208 -2.83293 0.270
H 4.63050 -2.94832 -3.86607 0.292
H 2.13406 -2.68499 1.36478 0.311
H 2.72259 -4.34301 1.18746 0.278
H 1.33277 -4.03435 0.40788 0.264
H 6.89444 -1.45850 -0.82638 0.319
H 7.46203 -2.96599 -0.33388 0.289
H 7.15763 -1.83519 0.92829 0.295
C -5.03989 -2.37582 -1.12582 -0.688
O -6.12353 -3.29637 -0.71663 -0.263
P -5.73478 -4.78836 -0.32101 1.097
O -4.50708 -4.91094 0.45128 -0.687
O -7.04133 -5.27624 0.44336 -0.356
C -7.46959 -4.60680 1.60300 -0.494
O -5.88388 -5.55071 -1.77529 -0.362
C -6.98715 -5.21102 -2.54524 -0.629
H -5.35770 -1.80072 -1.99550 0.301
H -4.13015 -2.94413 -1.31946 0.350
H -4.90583 -1.54680 -0.43094 0.190
H -7.66804 -5.34156 2.38329 0.283
H -8.33674 -3.97239 1.41947 0.234
H -6.58724 -4.05872 1.93340 0.177
H -7.82894 -5.79989 -2.18092 0.275
H -6.82073 -5.32885 -3.61600 0.263
H -7.36459 -4.21232 -2.32563 0.307
C 1.84666 3.76195 3.86056 -0.544
O 0.92550 4.26186 2.83707 -0.495
H 1.32920 3.89488 4.81065 0.267
H 2.09546 2.70840 3.73320 0.215
H 2.65778 4.48975 3.88271 0.266
H 0.34083 4.85340 3.31648 0.303
```

**HOMO-LUMO gap**: 6.593 eV
**E**: -3982.0022 hartree
**Energy above the lowest of the compared OMol25 structures with the same formula, charge and spin**: 6.913 eV

=====

- Which formula does entry 2 have?
  CH3NO2P